[1]
{
  "formula": "C21H18BrLuN4O5",
  "method": "ωB97M-V/def2-TZVPD",
  "elements": ["Lu", "N", "C", "C", "O", "N", "C", "C", "O", "O", "H", "H", "H", "H", "H", "H", "C", "C", "C", "C", "N", "C", "C", "C", "C", "C", "C", "N", "H", "H", "H", "H", "H", "H", "H", "H", "Br", "C", "C", "C", "C", "C", "C", "C", "O", "O", "H", "H", "H", "H"],
  "positions_angstrom": [[0.5439, -0.1436, 0.7984], [-0.5239, -0.0895, -1.3911], [0.3381, -0.7160, -2.4602], [1.1506, -1.8102, -1.8893], [1.5258, -2.7504, -2.5507], [1.4412, -1.6111, -0.5944], [2.6686, -2.2517, -0.0902], [2.8145, -2.0978, 1.4356], [3.3145, -2.9363, 2.1169], [2.0801, -1.0908, 1.9201], [-0.7014, 0.8426, -1.6217], [-1.4234, -0.5766, -1.3836], [-0.2687, -1.1377, -3.2673], [1.0174, 0.0901, -2.7766], [2.6480, -3.3295, -0.2576], [3.5318, -1.9549, -0.7143], [-1.5254, -4.3368, 1.5304], [-2.6942, -4.0281, 2.2334], [-3.0786, -2.7086, 2.4340], [-2.1842, -1.7183, 1.9542], [-1.0312, -1.9751, 1.2622], [-0.7904, -3.2784, 1.0185], [-2.4895, -0.3065, 2.2725], [-3.5786, 0.2058, 2.9344], [-3.7824, 1.5637, 3.2434], [-2.7938, 2.4211, 2.8516], [-1.7451, 1.9265, 2.0903], [-1.5502, 0.6044, 1.8463], [-1.1773, -5.3121, 1.3660], [-3.4064, -4.8081, 2.5537], [-3.9609, -2.3576, 2.9161], [0.0625, -3.4493, 0.3393], [-4.4178, -0.4273, 3.2297], [-4.6648, 1.9222, 3.7414], [-2.8088, 3.4803, 2.9805], [-1.0775, 2.6889, 1.4916], [4.0599, 2.9178, -5.3639], [3.0668, 2.8837, -3.8091], [1.7648, 3.4154, -3.8162], [1.0263, 3.4923, -2.6486], [1.5379, 3.0611, -1.4598], [2.8822, 2.5465, -1.4125], [3.5909, 2.4754, -2.5939], [0.5915, 2.9179, -0.3611], [-0.4007, 3.6484, -0.2784], [0.8982, 2.0383, 0.5261], [1.4629, 3.7854, -4.7667], [0.1109, 4.0922, -2.5987], [3.3265, 2.0885, -0.4227], [4.6195, 2.0936, -2.5581]],
  "atomic_forces_ev_per_a": [[0.43, 0.17, -0.09], [0.16, -2.03, -0.03], [-1.24, 1.03, 0.08], [0.57, -0.26, 1.65], [0.44, -0.82, -1.29], [1.05, 0.87, 0.98], [-0.13, -0.89, -0.74], [-2.19, 1.07, -0.71], [1.17, -0.71, 0.61], [0.19, 0.27, -0.34], [-0.53, 1.81, -0.57], [0.26, 0.25, 0.10], [0.17, 0.48, -0.14], [-0.19, -0.42, -0.36], [-0.11, -0.18, 0.03], [-0.08, 0.28, 0.59], [-0.82, 1.91, 0.40], [-0.97, -0.60, 0.00], [2.33, 0.57, -1.30], [-0.23, -0.57, 0.51], [-1.98, -0.54, 0.78], [1.05, 0.32, -0.50], [1.51, 2.23, -0.36], [-2.13, -0.50, 0.78], [1.05, -0.81, -0.40], [0.27, 0.09, -0.58], [1.45, 0.28, -1.66], [-0.53, 0.61, 0.14], [0.14, -1.19, -0.23], [0.73, 0.25, -0.04], [-0.49, -0.37, 0.31], [-0.34, 0.01, 0.60], [0.42, -0.14, -0.11], [-0.22, -0.18, 0.16], [-0.28, 0.50, 0.24], [-1.00, -1.76, 1.47], [0.53, -0.18, -0.64], [-1.80, 0.67, 1.33], [1.45, -0.45, -0.23], [-0.23, 1.47, -0.91], [2.31, -1.52, -0.23], [-1.15, -0.78, 1.53], [1.59, -0.47, 0.30], [-0.58, 1.19, 1.67], [0.10, -0.45, -0.22], [0.03, -1.46, 0.30], [-0.77, 0.36, -0.40], [0.01, -0.72, -0.24], [-1.03, 1.20, -2.16], [-0.44, 0.14, -0.08]],
  "e_above_lowest_ev": 1.024,
  "total_energy_ev": -141935.2637,
  "total_charge": 0,
  "gap_ha": 0.2642
}

=====

[2]
{
  "formula": "C21H18Cl5CoF3N3SSi",
  "method": "ωB97M-V/def2-TZVPD",
  "elements": ["Co", "F", "C", "F", "F", "C", "C", "C", "C", "N", "C", "S", "H", "H", "H", "Cl", "C", "C", "C", "Cl", "C", "Cl", "C", "Cl", "C", "Cl", "C", "C", "C", "C", "C", "C", "N", "N", "Si", "C", "C", "C", "H", "H", "H", "H", "H", "H", "H", "H", "H", "H", "H", "H", "H", "H", "H"],
  "positions_angstrom": [[-0.9090, -0.5724, 0.6867], [-1.5722, -4.0268, -3.7790], [-0.5650, -3.2675, -3.3100], [0.5551, -3.6857, -3.9467], [-0.7808, -2.0145, -3.7100], [-0.3978, -3.4181, -1.8202], [0.4038, -4.4552, -1.3816], [0.6574, -4.6330, -0.0267], [0.1472, -3.6906, 0.8378], [-0.6534, -2.7026, 0.4410], [-1.0334, -2.5973, -0.8635], [-2.2674, -1.4171, -1.1362], [0.8502, -5.1219, -2.1081], [1.2652, -5.4501, 0.3353], [0.3710, -3.7171, 1.8993], [-3.2657, 2.0707, 0.5381], [-2.5280, 1.7266, 2.0783], [-1.7363, 0.5950, 2.1870], [-1.2533, 0.3499, 3.4661], [-0.3130, -1.1199, 3.7201], [-1.4719, 1.1783, 4.5628], [-0.7948, 0.8139, 6.1070], [-2.2463, 2.3210, 4.3917], [-2.5299, 3.3818, 5.7195], [-2.7923, 2.5922, 3.1401], [-3.7784, 3.9932, 2.9235], [2.7218, -1.6320, 2.1354], [2.5213, -0.4291, 1.2646], [3.5943, 0.4445, 1.0191], [3.4138, 1.5494, 0.2119], [2.1809, 1.7602, -0.3748], [1.1405, 0.8577, -0.0920], [1.3253, -0.2016, 0.7461], [-0.1355, 0.9257, -0.5577], [-0.5857, 1.9512, -1.9824], [-0.5781, 3.7162, -1.3961], [-2.2146, 1.5396, -2.7432], [0.7012, 1.6611, -3.3056], [3.7754, -1.7542, 2.3812], [2.3757, -2.5283, 1.6237], [2.1559, -1.5300, 3.0618], [4.5551, 0.2430, 1.4738], [4.2310, 2.2355, 0.0302], [2.0061, 2.6098, -1.0146], [-1.3293, 3.8694, -0.6173], [-0.8311, 4.3624, -2.2440], [0.3889, 4.0400, -1.0043], [-2.9953, 1.3036, -2.0248], [-2.1131, 0.6868, -3.4184], [-2.5317, 2.4125, -3.3274], [1.6049, 2.2609, -3.1812], [0.2695, 1.9082, -4.2809], [0.9914, 0.6049, -3.3355]],
  "atomic_forces_ev_per_a": [[-0.65, -0.44, 0.04], [-0.06, 0.06, -0.03], [-0.04, -0.13, 0.10], [-0.06, -0.01, -0.02], [0.02, 0.11, -0.03], [0.03, -0.14, 0.05], [0.10, 0.02, 0.02], [0.00, -0.06, -0.05], [-0.10, 0.15, 0.13], [0.07, 0.02, -0.26], [-0.10, -0.11, 0.04], [0.33, -0.04, -0.01], [-0.01, 0.01, 0.01], [-0.02, 0.02, -0.02], [-0.01, 0.04, -0.03], [0.04, 0.02, -0.01], [-0.12, 0.04, 0.01], [0.47, -0.03, 0.20], [-0.03, -0.02, 0.03], [-0.16, 0.16, -0.06], [0.06, -0.13, 0.06], [-0.03, 0.02, -0.03], [0.00, 0.05, 0.04], [0.00, -0.03, -0.06], [-0.09, 0.04, -0.08], [0.06, -0.08, 0.01], [0.03, 0.02, 0.00], [-0.02, -0.05, 0.08], [0.03, -0.04, 0.02], [-0.01, 0.02, -0.03], [-0.05, -0.04, 0.00], [-0.28, 0.14, -0.25], [0.04, 0.18, 0.00], [0.52, 0.36, 0.07], [0.12, -0.09, 0.09], [0.02, 0.21, 0.10], [-0.23, -0.16, -0.04], [0.19, -0.06, -0.08], [-0.02, -0.01, -0.01], [-0.01, 0.01, 0.00], [0.04, 0.01, -0.07], [-0.04, -0.01, 0.00], [-0.01, -0.01, 0.00], [0.01, -0.02, -0.03], [0.05, 0.00, -0.06], [0.02, -0.03, 0.08], [-0.08, 0.02, -0.02], [-0.02, 0.02, -0.03], [-0.03, 0.05, 0.05], [0.04, -0.09, 0.03], [-0.02, -0.06, -0.04], [0.03, -0.01, 0.08], [-0.03, 0.09, -0.03]],
  "s2": 6.05,
  "spin_multiplicity": 5,
  "total_energy_ev": -153645.8975,
  "total_charge": 0,
  "gap_ha": [0.3017, 0.1961]
}

=====

[3]
{
  "formula": "C21H18ClF3MnN2O3S",
  "method": "ωB97M-V/def2-TZVPD",
  "elements": ["Mn", "F", "C", "F", "F", "C", "C", "C", "C", "N", "C", "S", "H", "H", "H", "O", "C", "C", "C", "C", "C", "C", "C", "C", "N", "H", "H", "H", "H", "H", "H", "H", "H", "H", "H", "H", "Cl", "C", "C", "C", "C", "C", "C", "C", "O", "O", "H", "H", "H", "H"],
  "positions_angstrom": [[-0.2697, -0.4915, 0.3465], [-2.7215, 4.0774, -0.1845], [-1.8954, 4.3266, 0.8465], [-0.7098, 4.6806, 0.3282], [-2.3813, 5.3713, 1.5186], [-1.7617, 3.1145, 1.7307], [-1.9927, 3.1726, 3.0937], [-1.8283, 2.0347, 3.8724], [-1.4481, 0.8599, 3.2568], [-1.2520, 0.7910, 1.9366], [-1.3840, 1.8898, 1.1889], [-0.9645, 1.5585, -0.4859], [-2.2912, 4.1093, 3.5444], [-1.9891, 2.0640, 4.9397], [-1.2898, -0.0542, 3.8135], [0.6803, -0.6980, -1.6512], [0.0363, -1.3494, -2.7626], [0.0274, -2.8593, -2.5981], [-0.4691, -3.3013, -1.2157], [-1.8511, -2.7983, -0.9077], [-2.9749, -3.4794, -1.3531], [-4.2346, -2.9874, -1.0645], [-4.3492, -1.8171, -0.3273], [-3.1970, -1.1854, 0.0823], [-1.9710, -1.6574, -0.2034], [1.6422, -0.7994, -1.6827], [0.5269, -1.0505, -3.6880], [-0.9773, -0.9476, -2.7771], [1.0248, -3.2691, -2.7676], [-0.6173, -3.2763, -3.3756], [0.2256, -2.9653, -0.4398], [-0.4638, -4.3900, -1.1650], [-2.8513, -4.3972, -1.9119], [-5.1175, -3.5137, -1.4020], [-5.3127, -1.4008, -0.0720], [-3.2328, -0.2702, 0.6567], [6.3765, 2.4867, -2.1390], [5.2870, 1.6674, -1.0758], [5.7884, 0.7780, -0.1360], [4.9109, 0.1283, 0.7139], [3.5402, 0.3492, 0.6164], [3.0553, 1.2527, -0.3249], [3.9264, 1.9194, -1.1717], [2.6425, -0.4019, 1.5532], [3.0519, -0.9515, 2.5416], [1.3679, -0.4710, 1.1850], [6.8537, 0.6049, -0.0744], [5.2764, -0.5593, 1.4645], [1.9958, 1.4665, -0.3805], [3.5624, 2.6390, -1.8921]],
  "atomic_forces_ev_per_a": [[0.06, 0.40, 0.14], [0.00, -0.01, -0.01], [0.01, 0.06, 0.05], [-0.02, -0.01, 0.01], [0.01, -0.02, -0.02], [0.00, -0.06, -0.03], [0.00, 0.02, -0.02], [0.00, -0.03, 0.03], [0.01, 0.01, 0.00], [0.03, -0.08, -0.11], [-0.01, -0.01, 0.08], [-0.04, 0.00, -0.09], [0.00, 0.00, 0.00], [0.00, -0.01, 0.00], [-0.01, 0.00, 0.01], [-0.04, -0.07, 0.04], [0.03, -0.06, -0.05], [-0.03, 0.05, -0.01], [0.02, -0.03, 0.02], [0.00, -0.04, 0.05], [-0.01, 0.01, 0.01], [0.01, 0.00, 0.00], [-0.01, 0.00, 0.01], [0.01, -0.01, -0.04], [0.11, 0.01, 0.02], [-0.02, 0.06, 0.04], [0.00, 0.00, -0.01], [0.00, 0.01, 0.00], [0.02, 0.02, 0.04], [0.01, -0.01, -0.01], [0.03, -0.02, -0.01], [-0.02, 0.00, 0.00], [0.01, 0.00, 0.00], [0.00, 0.00, 0.00], [0.01, 0.00, 0.00], [-0.01, 0.01, 0.00], [0.01, 0.01, -0.01], [-0.02, 0.00, 0.02], [-0.01, 0.00, -0.01], [0.01, 0.01, 0.00], [-0.04, 0.02, 0.06], [0.01, -0.03, 0.01], [0.01, 0.01, -0.02], [0.22, -0.16, -0.04], [-0.03, 0.00, 0.02], [-0.31, -0.05, -0.14], [-0.01, 0.00, 0.00], [0.00, 0.00, 0.00], [-0.01, 0.00, -0.01], [0.00, -0.01, 0.00]],
  "s2": 6.34,
  "e_above_lowest_ev": 1.351,
  "spin_multiplicity": 5,
  "total_energy_ev": -94018.7603,
  "total_charge": 1,
  "gap_ha": [0.1914, 0.2851]
}

=====

[4]
{
  "formula": "C21H18ClFN2O3",
  "method": "ωB97M-V/def2-TZVPD",
  "elements": ["O", "C", "O", "C", "C", "C", "C", "C", "C", "C", "C", "N", "C", "H", "H", "H", "Cl", "H", "C", "N", "C", "C", "O", "C", "C", "H", "H", "H", "H", "H", "H", "H", "H", "H", "H", "C", "C", "C", "C", "C", "C", "H", "H", "H", "H", "F"],
  "positions_angstrom": [[-1.5651, 0.5899, -2.6013], [-0.5009, 0.9737, -2.2043], [-0.0392, 0.7287, -0.9500], [-0.9654, 0.2857, -0.0245], [-0.8149, -0.9275, 0.6026], [-1.7641, -1.3259, 1.5613], [-2.8407, -0.5383, 1.8586], [-3.0333, 0.7100, 1.2251], [-4.1208, 1.5736, 1.4618], [-4.1899, 2.7643, 0.7895], [-3.1556, 3.0967, -0.1014], [-2.1365, 2.3229, -0.3454], [-2.0628, 1.1340, 0.2761], [-3.1664, 4.0397, -0.6322], [-5.0131, 3.4449, 0.9396], [-4.8835, 1.2822, 2.1688], [-3.9883, -1.0833, 3.0299], [-1.6181, -2.2748, 2.0522], [0.3292, -1.8513, 0.2881], [0.8933, -2.4010, 1.5077], [1.7961, -3.5099, 1.2550], [2.2591, -4.0817, 2.5956], [2.9060, -3.1052, 3.3762], [2.0493, -2.0114, 3.6050], [1.5807, -1.3878, 2.2910], [0.8892, -0.5685, 2.4971], [2.4548, -0.9866, 1.7471], [2.6205, -1.2916, 4.1934], [1.1700, -2.3395, 4.1794], [2.9835, -4.8837, 2.4442], [1.3854, -4.4736, 3.1379], [1.2646, -4.2817, 0.6941], [2.6790, -3.1913, 0.6725], [-0.0542, -2.6863, -0.3083], [1.0821, -1.3182, -0.3167], [0.5136, 1.7059, -3.0031], [0.1791, 2.2718, -4.2342], [1.1129, 2.9533, -4.9965], [2.4105, 3.0728, -4.5338], [2.7662, 2.5204, -3.3127], [1.8266, 1.8484, -2.5556], [2.0982, 1.4212, -1.6036], [3.7786, 2.6164, -2.9517], [3.1434, 3.5993, -5.1259], [0.8093, 3.3790, -5.9400], [-1.0682, 2.1845, -4.7083]],
  "atomic_forces_ev_per_a": [[0.29, 0.02, 0.14], [-0.38, -0.17, -0.50], [0.11, -0.06, 0.47], [-0.21, -0.50, 0.17], [0.19, 0.64, -0.54], [-0.45, 0.22, 0.16], [0.40, -0.30, -0.13], [0.30, 0.19, -0.32], [-0.05, 0.23, -0.10], [-0.06, -0.28, 0.21], [0.02, 0.06, -0.02], [0.24, 0.26, -0.28], [-0.25, -0.27, 0.46], [-0.08, 0.12, -0.01], [-0.07, 0.05, 0.02], [-0.04, 0.01, 0.02], [-0.16, -0.09, 0.17], [-0.03, -0.07, 0.10], [0.09, -0.05, -0.06], [0.03, 0.00, -0.09], [0.08, -0.15, 0.30], [-0.07, -0.18, -0.35], [0.17, 0.01, 0.01], [-0.14, 0.37, -0.08], [0.09, -0.14, 0.35], [0.06, 0.04, 0.03], [-0.06, 0.02, 0.01], [-0.09, -0.01, -0.02], [0.06, 0.06, -0.02], [-0.10, 0.00, -0.01], [0.07, -0.01, -0.06], [0.04, -0.01, -0.02], [-0.05, -0.03, 0.00], [0.08, 0.05, -0.03], [-0.08, -0.12, 0.03], [-0.10, 0.09, -0.13], [0.10, -0.02, 0.07], [-0.12, -0.05, 0.01], [-0.09, -0.05, 0.06], [0.12, -0.01, 0.04], [-0.06, 0.04, -0.08], [0.01, -0.01, 0.07], [0.08, 0.00, 0.04], [0.05, 0.05, -0.06], [-0.07, 0.02, -0.07], [0.13, 0.03, 0.02]],
  "smiles": "O=C(Oc1c(CN2CCOCC2)cc(Cl)c2cccnc12)c1ccccc1F",
  "total_energy_ev": -46431.8916,
  "total_charge": 0,
  "gap_ha": 0.3173
}

=====

[5]
{
  "formula": "C21H18ClN5NaS",
  "method": "ωB97M-V/def2-TZVPD",
  "elements": ["Na", "N", "C", "S", "N", "N", "C", "C", "C", "C", "C", "C", "C", "C", "C", "C", "C", "C", "N", "H", "H", "H", "H", "H", "H", "H", "H", "H", "H", "H", "Cl", "C", "C", "C", "C", "C", "C", "C", "H", "H", "H", "H", "H", "H", "N", "C", "H"],
  "positions_angstrom": [[-0.3058, -0.4315, -0.3081], [2.2156, -4.5586, -0.3123], [1.4570, -3.4262, -0.1489], [0.9971, -2.5933, -1.5642], [1.2290, -3.1817, 1.1386], [0.5395, -2.0527, 1.3946], [0.3072, -1.8072, 2.6395], [0.7499, -2.7109, 3.7412], [1.7376, -2.3141, 4.6360], [2.1437, -3.1545, 5.6627], [1.5606, -4.4054, 5.8089], [0.5741, -4.8094, 4.9187], [0.1749, -3.9685, 3.8910], [-0.4265, -0.5669, 2.9695], [-0.8231, -0.2822, 4.2781], [-1.4959, 0.8982, 4.5395], [-1.7650, 1.7707, 3.4978], [-1.3558, 1.4013, 2.2212], [-0.7062, 0.2744, 1.9645], [2.2179, -4.9679, -1.2285], [2.2907, -5.1561, 0.4947], [2.1934, -1.3376, 4.5203], [2.9186, -2.8325, 6.3475], [1.8752, -5.0635, 6.6093], [0.1176, -5.7863, 5.0212], [-0.5769, -4.2890, 3.1815], [-0.6067, -0.9848, 5.0706], [-1.8099, 1.1325, 5.5498], [-2.2763, 2.7098, 3.6580], [-1.5385, 2.0270, 1.3503], [-3.2836, 8.1402, 0.3319], [-2.4786, 6.6974, -0.2498], [-3.0440, 5.4569, -0.0207], [-2.3952, 4.3186, -0.4822], [-1.1873, 4.4002, -1.1677], [-0.4732, 3.1660, -1.6793], [-0.6524, 5.6683, -1.3871], [-1.2821, 6.8176, -0.9369], [-3.9839, 5.3802, 0.5098], [-2.8202, 3.3374, -0.3136], [-0.3066, 3.2663, -2.7708], [0.5223, 3.1491, -1.2203], [0.2856, 5.7566, -1.9249], [-0.8544, 7.7957, -1.1119], [-1.1454, 0.9017, -2.2123], [-1.1264, 1.8228, -1.3110], [-0.7264, 1.2327, -3.1086]],
  "atomic_forces_ev_per_a": [[-0.12, -0.01, -0.31], [-0.01, 0.03, -0.01], [0.11, -0.13, -0.05], [-0.08, 0.12, 0.12], [-0.08, 0.12, 0.13], [0.09, -0.20, -0.03], [0.04, 0.01, -0.10], [-0.03, 0.04, -0.03], [-0.01, 0.04, -0.03], [0.00, -0.05, 0.04], [0.02, 0.04, 0.00], [-0.02, 0.02, -0.03], [0.00, -0.07, 0.04], [-0.04, 0.05, 0.07], [0.03, -0.08, 0.02], [-0.04, 0.07, -0.02], [0.04, -0.08, -0.02], [-0.01, 0.18, 0.05], [0.00, -0.04, 0.05], [0.00, 0.00, 0.00], [0.00, -0.02, -0.01], [0.00, 0.00, 0.00], [0.00, 0.00, 0.00], [0.00, 0.00, 0.00], [0.00, 0.00, 0.00], [0.00, 0.00, 0.00], [0.00, 0.02, 0.01], [0.01, -0.01, 0.00], [-0.02, 0.00, -0.01], [-0.01, -0.07, -0.02], [0.00, -0.02, -0.01], [0.01, 0.00, -0.01], [0.00, 0.03, 0.00], [-0.06, -0.03, 0.01], [0.04, -0.09, -0.07], [-0.25, -0.18, -0.02], [0.07, 0.02, -0.02], [-0.04, 0.00, 0.03], [0.00, 0.01, 0.00], [0.01, 0.00, -0.01], [-0.06, -0.01, -0.01], [0.04, -0.01, 0.00], [0.00, 0.01, 0.01], [0.00, 0.00, 0.00], [0.27, 0.10, -0.13], [0.20, 0.28, 0.42], [-0.10, -0.10, -0.07]],
  "e_above_lowest_ev": 0.000,
  "total_energy_ev": -57295.2936,
  "total_charge": -1,
  "gap_ha": 0.2080
}